Below is C4H10AlBNO as an isolated structure in a non-equilibrium geometry, with properties calculated with ωB97M-V with the def2-TZVPD basis set.

Calculated values
Frontier orbital gap (eV): 6.316
Charge: -1

The geometry in XYZ format:
```
18
Properties=species:S:1:pos:R:3:mulliken_charge:R:1
C -1.61 0.37 1.87 -0.590
C -1.20 1.45 1.15 -0.563
Al -0.16 1.09 -0.59 0.242
C -1.26 -0.27 -1.62 -0.530
C -1.05 -1.58 -1.30 -0.590
B 1.74 0.10 -0.20 0.167
N 1.81 -1.07 0.71 -0.599
O 2.95 0.46 -0.82 -0.562
H -2.65 0.01 1.93 0.223
H -0.85 -0.27 2.32 0.234
H -1.51 2.47 1.43 0.375
H 0.01 2.44 -1.48 -0.313
H -1.97 0.02 -2.41 0.377
H -1.28 -1.90 -0.29 0.244
H -0.55 -2.30 -1.95 0.236
H 2.00 -0.74 1.65 0.201
H 2.56 -1.69 0.42 0.183
H 3.01 1.42 -0.83 0.265
```



Below is C4H10BNO in the gas phase in a non-equilibrium geometry, with properties calculated with ωB97M-V with the def2-TZVPD basis set.

Calculated values
Relative energy (zero: lowest compared OMol25 entry of this formula, charge and spin) (kJ/mol): 239.7
Frontier orbital gap (alpha / beta) (eV): 3.128 / 6.557
<S²>: 2.01
2S+1: 3

The geometry in XYZ format:
```
17
Properties=species:S:1:pos:R:3:mulliken_charge:R:1
B -0.27 0.19 0.11 0.156
C 0.98 1.22 -0.19 -0.730
C 2.11 0.24 0.16 -0.342
C 1.55 -1.14 -0.06 -0.539
C -2.76 -0.44 -0.03 -0.974
N -1.70 0.53 0.17 -0.105
O 0.18 -1.08 0.22 -0.550
H 1.03 1.69 -1.17 0.274
H 1.00 2.07 0.55 0.242
H 3.04 0.47 -0.33 0.373
H 2.49 0.39 1.27 0.183
H 1.48 -1.34 -1.02 0.388
H 1.96 -2.04 0.53 0.222
H -2.65 -1.33 -0.57 0.395
H -3.06 -0.93 0.89 0.311
H -3.47 0.07 -0.58 0.420
H -1.93 1.44 0.04 0.275
```



Number 1: energy -15118.097 eV. Number 2: energy -8518.602 eV.